# 1
Formula: C4H6O2
Source: OMol25
Level of theory: ωB97M-V with the def2-TZVPD basis set

max |F| = 12.54 eV/A
relative energy (zero: lowest compared OMol25 entry of this formula, charge and spin) = 518.26 kJ/mol
frontier orbital gap = 10.51 eV
HOMO energy = -0.3628 Ha

Atoms and positions in Å:
C -2.10 -0.12 -0.07
C -0.61 0.43 -0.11
C 0.33 -0.38 0.03
C 1.79 0.13 0.00
H -2.25 -1.18 0.15
H -2.48 0.89 0.87
H -2.86 0.41 -0.96
H -0.56 1.33 -0.09
H 0.52 -1.69 0.54
H 3.43 -0.39 -0.26
O 2.67 -0.85 -0.11
O 2.13 1.42 0.01

# 2
Formula: C6H8S
Source: OMol25
Level of theory: ωB97M-V with the def2-TZVPD basis set

max |F| = 3.34 eV/A
relative energy (zero: lowest compared OMol25 entry of this formula, charge and spin) = 393.45 kJ/mol
frontier orbital gap = 8.84 eV
HOMO energy = -0.2936 Ha

Atoms and positions in Å:
C -1.76 0.40 -0.71
C -2.12 0.31 0.70
C 1.77 -0.84 0.80
C 1.92 -0.55 -0.67
C -0.49 0.65 -0.03
C 0.92 0.21 0.11
S 0.54 2.07 0.26
H -1.82 -0.46 -1.50
H -2.09 1.36 -1.08
H -2.59 1.19 1.07
H -2.44 -0.70 1.13
H 1.33 -1.81 0.85
H 2.49 -0.61 1.54
H 2.77 0.03 -0.99
H 1.58 -1.27 -1.48